Entry 1:
{
  "formula": "C8H11Cl2O6P",
  "method": "ωB97M-V with the def2-TZVPD basis set",
  "e_homo_ha": -0.3417,
  "e_tot_ha": -2024.571777,
  "max_force_ev_per_a": 2.17,
  "smiles": "O=C1OC(=O)C(P(O)Cl)=C1Cl.COCCOC",
  "symbols": ["O", "C", "O", "C", "O", "C", "P", "O", "Cl", "C", "Cl", "H", "C", "O", "C", "C", "O", "C", "H", "H", "H", "H", "H", "H", "H", "H", "H", "H"],
  "coordinates": [[-1.361, -0.645, 1.493], [-1.936, -1.361, 0.755], [-2.432, -2.579, 1.129], [-3.654, -2.575, 0.437], [-4.259, -3.570, 0.258], [-3.820, -1.353, -0.428], [-5.273, -0.732, -1.376], [-6.125, -0.099, -0.103], [-6.464, -2.295, -1.971], [-2.625, -0.767, -0.457], [-2.110, 0.503, -1.461], [-5.501, 0.338, 0.489], [4.295, -0.324, 0.419], [4.320, 1.048, 0.068], [3.565, 1.338, -1.097], [2.205, 1.911, -0.756], [1.387, 0.963, -0.089], [1.343, 1.154, 1.312], [4.667, -0.415, 1.438], [3.286, -0.739, 0.377], [4.952, -0.895, -0.246], [3.461, 0.446, -1.722], [4.127, 2.085, -1.666], [1.695, 2.177, -1.688], [2.308, 2.822, -0.158], [0.687, 1.994, 1.565], [2.335, 1.322, 1.738], [0.928, 0.245, 1.740]]
}

Entry 2:
{
  "formula": "C21H50N4NbO6",
  "method": "ωB97M-V with the def2-TZVPD basis set",
  "e_homo_ha": -0.1755,
  "charge": -1,
  "e_tot_ha": -1557.222247,
  "max_force_ev_per_a": 8.27,
  "symbols": ["C", "C", "O", "N", "C", "Nb", "C", "O", "C", "C", "C", "C", "C", "N", "C", "C", "O", "C", "C", "O", "H", "H", "H", "H", "H", "H", "H", "H", "H", "H", "H", "H", "H", "H", "H", "H", "H", "H", "H", "H", "H", "H", "H", "H", "H", "H", "H", "H", "C", "C", "C", "O", "C", "N", "H", "H", "H", "H", "H", "H", "H", "H", "H", "H", "H", "C", "C", "C", "O", "C", "N", "H", "H", "H", "H", "H", "H", "H", "H", "H", "H", "H"],
  "coordinates": [[-0.004, -2.133, -1.737], [-0.700, -1.364, -3.032], [-1.864, -1.901, -3.472], [-0.130, -0.117, -3.670], [-0.262, -0.198, -5.173], [-1.048, 1.659, -2.845], [0.783, 1.915, -1.510], [-1.907, 0.470, -1.283], [-3.005, 1.355, -4.001], [-4.115, 2.557, -3.766], [-5.524, 2.002, -3.059], [-5.310, 2.188, -1.417], [-6.813, 2.908, -3.602], [-0.304, 2.946, -4.393], [-1.159, 4.167, -4.630], [-1.409, 5.418, -3.602], [-1.832, 4.223, -5.813], [1.168, 3.256, -4.270], [1.855, 4.494, -3.446], [2.014, 2.421, -4.935], [-0.793, -2.896, -1.277], [0.268, -1.287, -0.964], [0.998, -2.702, -2.021], [0.252, -1.225, -5.500], [-1.359, -0.252, -5.577], [0.298, 0.639, -5.770], [-1.825, 3.105, -2.047], [0.766, 2.943, -0.904], [1.819, 1.717, -2.037], [0.700, 1.074, -0.667], [-2.898, 0.478, -1.437], [-3.436, 0.288, -3.712], [-2.761, 1.362, -5.156], [-4.451, 2.949, -4.842], [-3.663, 3.490, -3.204], [-5.744, 0.871, -3.333], [-6.155, 2.849, -0.948], [-4.280, 2.737, -1.231], [-5.278, 1.106, -0.963], [-6.549, 3.506, -4.600], [-7.169, 3.657, -2.751], [-7.750, 2.240, -3.878], [-2.524, 5.511, -3.245], [-1.138, 6.455, -4.128], [-0.718, 5.324, -2.662], [3.017, 4.264, -3.384], [1.484, 4.503, -2.311], [1.745, 5.551, -3.956], [-0.539, -1.375, 4.783], [-0.566, -2.319, 3.584], [0.776, -2.379, 2.819], [1.014, -1.257, 1.964], [1.565, -0.126, 2.621], [-1.676, -1.937, 2.699], [-0.566, -0.322, 4.491], [-1.410, -1.550, 5.425], [0.357, -1.538, 5.391], [-0.767, -3.325, 3.972], [0.745, -3.251, 2.154], [1.623, -2.539, 3.497], [2.258, -0.408, 3.419], [0.766, 0.505, 3.013], [2.114, 0.462, 1.880], [-1.742, -2.622, 1.945], [-1.397, -1.076, 2.218], [3.896, -5.330, 5.407], [4.015, -3.852, 5.042], [5.476, -3.382, 4.853], [6.185, -3.165, 6.076], [6.751, -4.338, 6.641], [3.317, -3.051, 6.057], [4.180, -5.532, 6.443], [2.860, -5.668, 5.289], [4.522, -5.947, 4.753], [3.500, -3.716, 4.083], [5.452, -2.406, 4.352], [6.035, -4.055, 4.191], [7.107, -5.035, 5.877], [6.027, -4.824, 7.297], [7.603, -4.038, 7.259], [3.326, -2.073, 5.764], [3.900, -3.055, 6.899]]
}

Entry 3:
{
  "formula": "C49H95As6F36N6O3",
  "method": "ωB97M-V with the def2-TZVPD basis set",
  "e_homo_ha": [-0.1152, -0.1152],
  "charge": -2,
  "e_tot_ha": -19488.683732,
  "max_force_ev_per_a": 3.88,
  "multiplicity": 2,
  "symbols": ["C", "N", "C", "C", "C", "C", "C", "C", "C", "C", "N", "C", "C", "C", "H", "H", "H", "H", "H", "H", "H", "H", "H", "H", "H", "H", "H", "H", "C", "C", "C", "C", "N", "C", "C", "C", "C", "C", "H", "H", "H", "H", "H", "H", "H", "H", "H", "H", "H", "H", "H", "H", "H", "H", "H", "H", "H", "H", "C", "C", "C", "C", "N", "C", "C", "C", "C", "C", "H", "H", "H", "H", "H", "H", "H", "H", "H", "H", "H", "H", "H", "H", "H", "H", "H", "H", "H", "H", "C", "C", "C", "C", "N", "C", "C", "C", "C", "C", "H", "H", "H", "H", "H", "H", "H", "H", "H", "H", "H", "H", "H", "H", "H", "H", "H", "H", "H", "H", "C", "C", "C", "C", "N", "C", "C", "C", "C", "C", "H", "H", "H", "H", "H", "H", "H", "H", "H", "H", "H", "H", "H", "H", "H", "H", "H", "H", "H", "H", "As", "F", "F", "F", "F", "F", "F", "As", "F", "F", "F", "F", "F", "F", "As", "F", "F", "F", "F", "F", "F", "As", "F", "F", "F", "F", "F", "F", "As", "F", "F", "F", "F", "F", "F", "As", "F", "F", "F", "F", "F", "F", "O", "C", "O", "O", "H"],
  "coordinates": [[-1.833, 3.277, 9.549], [-0.763, 2.319, 9.021], [0.081, 1.643, 9.840], [0.952, 0.701, 9.320], [0.867, 0.373, 7.918], [-0.054, 1.063, 7.185], [-0.840, 2.065, 7.725], [1.794, -0.713, 7.447], [1.275, -1.936, 6.971], [2.159, -2.918, 6.515], [3.473, -2.711, 6.574], [4.050, -1.550, 7.038], [3.183, -0.556, 7.544], [4.277, -3.696, 6.000], [-2.202, 2.822, 10.468], [-2.535, 3.504, 8.746], [-1.387, 4.183, 9.958], [0.106, 2.016, 10.853], [1.649, 0.151, 9.936], [-0.190, 0.705, 6.175], [-1.600, 2.569, 7.146], [0.228, -2.125, 6.784], [1.737, -3.798, 6.054], [5.128, -1.482, 7.052], [3.486, 0.382, 7.985], [5.055, -4.038, 6.683], [4.910, -3.424, 5.155], [3.736, -4.590, 5.690], [0.164, -7.255, -3.935], [-1.172, -6.870, -3.278], [-1.004, -5.731, -2.272], [-0.788, -6.153, -0.804], [-0.248, -4.983, 0.064], [1.236, -4.614, -0.038], [2.061, -5.478, 0.945], [0.998, -6.202, 1.668], [-0.220, -5.342, 1.581], [-1.118, -3.687, -0.157], [0.085, -8.089, -4.633], [0.924, -7.576, -3.223], [0.505, -6.388, -4.501], [-1.728, -7.631, -2.732], [-1.897, -6.572, -4.036], [-1.904, -5.117, -2.268], [-0.310, -4.998, -2.686], [-0.055, -6.947, -0.661], [-1.692, -6.499, -0.302], [1.201, -3.638, 0.446], [1.668, -4.695, -1.036], [2.645, -4.879, 1.644], [2.828, -6.137, 0.536], [1.404, -6.083, 2.672], [0.796, -7.258, 1.486], [-0.107, -4.422, 2.155], [-1.169, -5.764, 1.913], [-0.885, -3.332, -1.161], [-0.908, -2.978, 0.644], [-2.134, -4.047, 0.005], [-2.473, -5.990, 5.032], [-2.713, -4.422, 4.886], [-4.002, -4.167, 4.027], [-4.213, -2.681, 3.592], [-5.372, -2.526, 2.579], [-5.700, -1.003, 2.566], [-7.226, -0.798, 2.672], [-7.864, -2.145, 2.631], [-6.722, -3.075, 3.198], [-5.084, -3.183, 1.220], [-3.420, -6.432, 5.342], [-1.673, -6.156, 5.755], [-2.373, -6.392, 4.024], [-1.839, -4.034, 4.362], [-2.963, -3.901, 5.810], [-4.796, -4.439, 4.723], [-4.097, -4.844, 3.178], [-3.377, -2.249, 3.041], [-4.413, -2.139, 4.517], [-5.165, -0.640, 1.689], [-5.237, -0.488, 3.408], [-7.855, -0.172, 2.039], [-7.321, -0.445, 3.699], [-8.115, -2.551, 1.652], [-8.756, -2.264, 3.245], [-6.881, -4.148, 3.098], [-6.687, -3.002, 4.285], [-5.879, -2.816, 0.572], [-5.133, -4.265, 1.343], [-4.154, -2.803, 0.798], [3.055, 9.935, -9.329], [1.634, 9.283, -8.868], [1.700, 7.737, -8.588], [2.388, 7.370, -7.273], [2.221, 5.959, -6.717], [3.113, 5.756, -5.503], [2.150, 5.090, -4.435], [1.006, 4.558, -5.200], [0.710, 5.658, -6.199], [2.588, 4.961, -7.904], [3.212, 9.700, -10.382], [3.758, 9.367, -8.720], [3.300, 10.981, -9.143], [0.829, 9.385, -9.596], [1.330, 9.767, -7.940], [2.169, 7.298, -9.468], [0.685, 7.343, -8.625], [2.299, 8.049, -6.425], [3.425, 7.401, -7.605], [3.949, 5.121, -5.796], [3.548, 6.726, -5.265], [2.771, 4.266, -4.083], [1.772, 5.740, -3.646], [1.164, 3.735, -5.897], [0.078, 4.352, -4.668], [0.176, 5.262, -7.063], [0.303, 6.612, -5.864], [1.733, 4.978, -8.579], [2.653, 3.966, -7.463], [3.372, 5.259, -8.600], [-1.631, 0.612, 3.288], [-1.354, 1.258, 1.913], [-0.167, 0.832, 1.008], [-0.164, 1.519, -0.405], [1.003, 1.074, -1.287], [0.729, 1.615, -2.781], [1.478, 0.476, -3.677], [1.210, -0.823, -2.956], [1.332, -0.404, -1.450], [2.303, 1.792, -0.756], [-2.657, 0.849, 3.568], [-0.958, 1.131, 3.971], [-1.315, -0.428, 3.367], [-1.210, 2.335, 1.999], [-2.224, 1.267, 1.256], [-0.247, -0.244, 0.853], [0.765, 0.978, 1.554], [-0.265, 2.601, -0.490], [-1.065, 1.102, -0.854], [1.269, 2.558, -2.875], [-0.326, 1.650, -3.050], [2.539, 0.649, -3.856], [0.926, 0.433, -4.616], [1.909, -1.581, -3.308], [0.213, -1.196, -3.192], [2.215, -0.793, -0.943], [0.555, -1.064, -1.064], [2.590, 1.522, 0.260], [2.092, 2.819, -0.455], [3.094, 1.854, -1.503], [-4.342, 3.822, 4.393], [-4.633, 4.173, 6.151], [-3.508, 5.350, 4.195], [-4.006, 3.445, 2.611], [-5.105, 2.243, 4.596], [-5.866, 4.591, 3.902], [-2.751, 3.044, 4.861], [1.354, 0.604, -8.181], [1.963, -1.085, -8.335], [2.549, 1.086, -6.902], [0.849, 2.353, -8.229], [0.218, 0.238, -9.596], [0.179, 0.175, -6.927], [2.613, 0.883, -9.394], [2.674, -1.835, 2.758], [3.419, -2.798, 1.491], [2.300, -3.419, 3.560], [1.974, -0.846, 4.044], [3.199, -0.418, 1.831], [1.063, -1.863, 1.841], [4.302, -1.676, 3.612], [5.364, 4.331, -1.593], [4.891, 3.268, -0.267], [3.706, 5.160, -1.438], [5.877, 5.454, -2.850], [6.980, 3.501, -1.606], [4.639, 3.207, -2.864], [6.107, 5.526, -0.345], [4.334, -4.204, -3.262], [4.085, -5.281, -1.839], [5.989, -4.003, -2.650], [4.634, -3.101, -4.655], [2.628, -4.513, -3.687], [3.881, -2.834, -2.233], [4.942, -5.523, -4.302], [-3.452, -0.706, -2.111], [-2.372, -1.033, -3.542], [-2.072, -0.948, -0.940], [-4.471, -0.366, -0.664], [-4.811, -0.470, -3.227], [-3.968, -2.460, -1.964], [-2.981, 1.068, -2.144], [-0.384, 5.918, -0.379], [-0.512, 6.063, -1.767], [-0.656, 4.974, -2.365], [-0.529, 7.236, -2.224], [-0.437, 4.959, -0.388]]
}

Entry 4:
{
  "formula": "C36H25ClF6N7O5S2Sn",
  "method": "ωB97M-V with the def2-TZVPD basis set",
  "e_homo_ha": -0.1930,
  "charge": -1,
  "e_tot_ha": -4216.541972,
  "max_force_ev_per_a": 0.38,
  "symbols": ["Sn", "Cl", "C", "C", "C", "C", "O", "C", "C", "N", "C", "C", "C", "C", "C", "C", "C", "C", "N", "C", "C", "H", "H", "H", "H", "H", "H", "H", "H", "H", "H", "F", "C", "F", "F", "S", "O", "O", "N", "S", "O", "O", "C", "F", "F", "F", "C", "N", "C", "C", "C", "C", "C", "N", "C", "C", "C", "C", "C", "C", "H", "H", "H", "H", "H", "H", "H", "H", "H", "H", "H", "N", "C", "C", "C", "C", "C", "N", "C", "H", "H", "H", "H"],
  "coordinates": [[0.079, -0.264, -0.533], [1.436, 3.456, 6.128], [1.367, 2.894, 4.473], [0.910, 3.749, 3.468], [0.848, 3.309, 2.170], [1.173, 1.971, 1.798], [1.038, 1.578, 0.584], [1.713, 1.153, 2.837], [2.295, -0.149, 2.570], [2.165, -0.801, 1.484], [2.779, -2.048, 1.346], [2.721, -3.035, 2.299], [3.313, -4.297, 2.072], [3.972, -4.557, 0.907], [4.066, -3.556, -0.092], [4.765, -3.742, -1.306], [4.830, -2.721, -2.205], [4.159, -1.513, -1.910], [3.500, -1.302, -0.805], [3.454, -2.302, 0.112], [1.792, 1.631, 4.152], [0.616, 4.760, 3.723], [0.512, 3.968, 1.379], [2.931, -0.547, 3.374], [2.184, -2.851, 3.221], [3.238, -5.060, 2.836], [4.424, -5.525, 0.727], [5.237, -4.697, -1.507], [5.357, -2.826, -3.143], [4.165, -0.701, -2.630], [2.195, 0.986, 4.926], [2.755, 0.598, -4.642], [1.631, 1.079, -5.175], [1.570, 2.388, -4.923], [1.678, 0.902, -6.495], [0.160, 0.248, -4.443], [0.352, 0.470, -3.021], [-0.966, 0.907, -5.037], [0.303, -1.207, -4.954], [0.548, -2.551, -4.172], [-0.435, -3.533, -4.502], [0.951, -2.391, -2.802], [2.053, -3.135, -5.062], [2.430, -4.321, -4.573], [1.813, -3.280, -6.364], [3.070, -2.280, -4.917], [-1.736, -0.473, 2.950], [-1.717, -0.699, 1.517], [-2.546, -1.583, 1.079], [-2.750, -1.829, -0.299], [-3.693, -2.651, -0.922], [-3.540, -2.436, -2.293], [-2.506, -1.505, -2.428], [-2.023, -1.137, -1.230], [-2.643, 0.665, 3.378], [-2.627, 1.079, 4.708], [-3.455, 2.099, 5.147], [-4.321, 2.723, 4.258], [-4.350, 2.314, 2.934], [-3.520, 1.287, 2.498], [-0.726, -0.242, 3.279], [-2.050, -1.375, 3.494], [-3.183, -2.140, 1.777], [-4.399, -3.300, -0.426], [-4.091, -2.895, -3.098], [-2.114, -1.092, -3.347], [-1.950, 0.601, 5.408], [-3.419, 2.415, 6.182], [-4.969, 3.522, 4.598], [-5.024, 2.789, 2.232], [-3.558, 0.957, 1.468], [-2.471, 4.989, -4.327], [-2.313, 4.430, -3.336], [-2.118, 3.782, -2.068], [-2.356, 4.478, -0.887], [-2.143, 3.829, 0.312], [-1.677, 2.524, 0.282], [-1.464, 1.849, -0.844], [-1.687, 2.459, -2.004], [-2.697, 5.505, -0.922], [-2.318, 4.317, 1.260], [-1.457, 2.000, 1.202], [-1.534, 1.886, -2.908]]
}

Entry 5:
{
  "formula": "C2H14NO3",
  "method": "ωB97M-V with the def2-TZVPD basis set",
  "e_homo_ha": -0.5492,
  "charge": 1,
  "e_tot_ha": -364.785520,
  "max_force_ev_per_a": 4.32,
  "symbols": ["C", "N", "C", "H", "H", "H", "H", "H", "H", "H", "H", "H", "H", "O", "H", "H", "O", "H", "H", "O"],
  "coordinates": [[0.497, 1.796, 0.146], [1.079, 0.486, 0.316], [0.282, -0.044, 1.559], [0.924, 2.216, -0.776], [-0.542, 1.809, -0.064], [1.008, 2.452, 0.857], [1.999, 0.774, 0.636], [1.122, -0.044, -0.568], [-0.145, 0.792, 2.027], [1.057, -0.587, 2.087], [-0.474, -0.757, 1.203], [2.651, -1.564, -1.458], [3.014, -0.764, -2.530], [2.131, -1.040, -2.141], [-1.416, -1.121, -2.425], [-1.924, -0.957, -1.090], [-1.305, -0.436, -1.671], [-3.824, -0.388, 1.131], [-3.120, -1.786, 1.469], [-3.012, -0.838, 1.291]]
}